The following is a DFT calculation (the ωB97M-V functional and the def2-TZVPD basis) of a cluster of 2 separate species, C3H9N2O3 in total.

```
17
Properties=species:S:1:pos:R:3:forces:R:3
C -0.433 -0.162 1.701 -0.6575 -0.6100 -1.3157
O -0.711 -0.255 2.970 -0.2832 -0.1484 0.9202
C 0.986 0.395 1.501 0.3038 0.8087 0.1176
N 1.564 0.204 0.133 -0.3865 0.3081 0.8309
H -0.407 -1.176 1.100 -0.1470 0.5711 0.3772
H -1.219 0.486 1.111 0.9813 -0.4681 0.1941
H 0.922 1.470 1.706 0.2985 -0.1072 -0.0228
H 1.583 -0.088 2.284 0.0272 0.1049 -0.1588
H 2.491 0.615 0.016 -0.3918 0.0262 0.1069
H 1.661 -0.785 0.010 0.0309 -0.5896 -0.3052
N -1.445 -0.800 -1.582 -0.2866 -0.1170 -0.9797
C -0.771 0.159 -2.346 -0.1025 -0.4552 0.9882
O -0.096 1.007 -1.577 0.0613 0.3121 -0.8361
O -0.823 0.152 -3.572 0.1606 0.3262 0.8079
H -2.147 -1.318 -2.109 0.3965 0.2741 0.4056
H -1.665 -0.563 -0.624 0.1070 -0.0145 -0.0423
H 0.511 0.661 -0.720 -0.1120 -0.2215 -1.0879
```
Forces are in eV/Å.

Computed properties:
E_LUMO in eV: 3.71
Maximum force in hartree/bohr: 0.031
Relative energy (zero: lowest compared OMol25 entry of this formula, charge and spin) in kcal per mole: 43.0
Total charge: -1
DFT total energy in eV: -12380.2567